Density functional theory data (the ωB97M-V functional and the def2-TZVPD basis) for C2H5PS3 as an isolated structure.

Computed properties:
Calculated total energy ... -1615.043679 Eh
Largest force on an atom ... 2.18 eV Å⁻¹
HOMO-LUMO gap (alpha / beta) ... 0.2245 / 0.2246 hartree
Highest occupied orbital energy (alpha / beta) ... -8.78 / -8.78 eV
ΔE to the lowest compared entry with this formula, charge and spin ... 1.921 eV

Cartesian coordinates (Å):
C: -0.63624 0.09918 -1.04191
C: -0.86136 -0.36038 1.45422
P: 0.34135 -0.95441 0.15425
S: 0.22370 -2.85618 -0.20296
S: -1.84716 0.60265 0.24239
S: 3.25354 0.28187 0.21916
H: -0.12322 0.96505 -1.45123
H: -1.08275 -0.49010 -1.84276
H: -1.42175 -1.18672 1.89551
H: -0.44972 0.27803 2.23440
H: 2.99308 1.01881 -0.85606

---

Density functional theory data (the ωB97M-V functional and the def2-TZVPD basis) for an isolated ion of composition C4H9N4 and charge +1.

Computed properties:
Calculated total energy ... -376.478736 Eh
Largest force on an atom ... 5.44 eV Å⁻¹
HOMO-LUMO gap (alpha / beta) ... 0.3272 / 0.3253 hartree
Highest occupied orbital energy (alpha / beta) ... -13.81 / -13.77 eV
Net charge ... +1
ΔE to the lowest compared entry with this formula, charge and spin ... 3.490 eV

Cartesian coordinates (Å):
C: 1.10896 -0.67392 -0.65547
C: 0.77489 0.83307 -0.82598
C: 0.06460 -1.19462 0.33407
C: -0.18147 1.18754 0.32885
N: -1.82239 -0.15488 -0.37389
N: -1.23662 -1.42786 -0.24003
N: -1.55324 1.20760 -0.11925
N: -0.00653 -0.00228 1.28114
H: 1.07611 -1.20818 -1.60216
H: 2.10833 -0.80215 -0.23545
H: 1.67946 1.43876 -0.81516
H: 0.26590 1.01708 -1.77396
H: 0.37495 -2.10326 0.85830
H: 0.05153 2.12494 0.83830
H: -2.76912 -0.25522 -0.74214
H: -0.79844 -0.07081 1.92960
H: 0.86309 0.08420 1.81323

---

Density functional theory data (the ωB97M-V functional and the def2-TZVPD basis) for C35H34CaClN5O9P2S3 as an isolated structure.

Computed properties:
Calculated total energy ... -5320.513137 Eh
Largest force on an atom ... 0.80 eV Å⁻¹
HOMO-LUMO gap ... 0.1902 hartree
Highest occupied orbital energy ... -1.32 eV
Net charge ... -2
ΔE to the lowest compared entry with this formula, charge and spin ... 4.034 eV

Cartesian coordinates (Å):
Ca: -0.08968 0.54648 -0.49003
C: 1.23842 -4.03776 -0.99885
C: 1.44045 -2.55328 -0.76358
N: 0.38874 -1.78910 -0.77853
N: -0.78034 -2.40674 -1.24953
C: -1.93173 -1.99932 -0.84156
S: -2.48826 -0.91268 0.35733
S: -3.31635 -2.71447 -1.76741
C: -2.53282 -3.82394 -2.97129
C: -2.42161 -3.24187 -4.35380
C: -3.09786 -3.81931 -5.42246
C: -3.00819 -3.28223 -6.70246
C: -2.22906 -2.15946 -6.92700
C: -1.53726 -1.57440 -5.86811
C: -1.63846 -2.10710 -4.59013
C: 2.79005 -2.06115 -0.49670
C: 3.85818 -2.97796 -0.54922
C: 5.15275 -2.72356 -0.14830
C: 5.38142 -1.48440 0.49604
C: 4.43027 -0.52287 0.50828
C: 3.16970 -0.63629 -0.26809
O: 2.13566 0.23794 0.45369
H: 0.25686 -4.32617 -0.63347
H: 1.98620 -4.64432 -0.49996
H: 1.26118 -4.25780 -2.07013
H: -3.12849 -4.73818 -2.99810
H: -1.54304 -4.05406 -2.57340
H: -3.70868 -4.69915 -5.24735
H: -3.54778 -3.74596 -7.52086
H: -2.14900 -1.73831 -7.92248
H: -0.90868 -0.70412 -6.02649
H: -1.09828 -1.65630 -3.76251
H: 3.65723 -3.97191 -0.92222
H: 5.91540 -3.48865 -0.20479
H: 6.31310 -1.30861 1.02908
H: 4.58916 0.42033 1.01912
Cl: -1.78034 3.93942 6.52228
C: -1.36548 3.34466 4.92111
C: -1.50634 4.18585 3.81428
C: -1.18150 3.73485 2.56140
C: -0.69126 2.40712 2.32138
O: -0.38570 2.03402 1.15519
C: -0.56689 1.57544 3.48646
C: -0.09315 0.19084 3.43053
O: 0.19216 -0.46620 2.45919
C: -0.90062 2.06434 4.75318
H: -1.87148 5.19650 3.95492
H: -1.27422 4.38375 1.69855
H: -0.00508 -0.26594 4.44629
H: -0.78775 1.41093 5.61206
N: -2.32522 1.38944 -4.00924
C: -1.26689 2.47062 -3.87350
C: -1.41846 3.52879 -4.94718
P: -1.37606 3.02749 -2.11969
O: -2.45320 4.24434 -2.21859
O: -0.03721 3.52438 -1.70568
O: -2.01607 1.85248 -1.44114
P: 0.30529 1.47320 -4.02166
O: 1.44466 2.56387 -3.78188
O: 0.33661 0.97194 -5.41950
O: 0.17738 0.52360 -2.86468
H: -3.20543 1.76393 -4.35599
H: -2.46132 1.03345 -3.03356
H: -2.00787 0.63306 -4.62713
H: -2.43369 3.93691 -4.96743
H: -1.15560 3.12443 -5.92663
H: -0.74003 4.35184 -4.72501
H: -2.88875 4.36632 -1.36708
H: 1.27990 2.97121 -2.90034
S: 6.25590 2.90006 -2.09790
C: 4.71985 2.22532 -1.51735
C: 4.31249 1.02666 -1.93869
C: 3.04517 0.43325 -1.44578
N: 2.25481 1.30018 -0.55144
C: 2.82154 2.47020 -0.02682
C: 3.94528 2.98258 -0.53010
C: 7.21371 2.73000 -0.60579
C: 7.45478 1.48077 -0.04854
C: 8.21874 1.40755 1.10470
N: 8.75506 2.46586 1.71509
C: 8.50916 3.65525 1.17484
C: 7.74696 3.84249 0.03048
H: 4.92130 0.43205 -2.60848
H: 2.42072 0.06224 -2.25948
H: 2.20743 2.94576 0.72714
H: 4.29801 3.95290 -0.20819
H: 7.02558 0.58732 -0.48296
H: 8.40892 0.44213 1.56131
H: 8.93371 4.51348 1.68663
H: 7.56927 4.83584 -0.35993

---

Density functional theory data (the ωB97M-V functional and the def2-TZVPD basis) for a 2-piece molecular cluster, C8H7N2O4 overall.

Computed properties:
Calculated total energy ... -719.415312 Eh
Largest force on an atom ... 4.92 eV Å⁻¹
HOMO-LUMO gap ... 0.2671 hartree
Highest occupied orbital energy ... -3.94 eV
Net charge ... -1
ΔE to the lowest compared entry with this formula, charge and spin ... 1.242 eV

Cartesian coordinates (Å):
C: -1.99583 -0.28720 -2.71541
C: -1.36419 -1.36386 -2.17892
C: -2.04633 0.86464 -2.01780
C: -0.86543 -1.27504 -0.91080
C: -1.48048 1.06819 -0.80786
C: -0.79952 -0.03267 -0.25594
C: 3.71821 -0.19053 1.30324
C: -0.03315 0.08546 0.94796
N: -0.41629 -0.13691 2.16210
N: 1.84926 1.62351 1.97343
O: 3.07414 -1.18034 1.11564
O: 2.67006 1.12425 1.02535
O: 4.83111 0.09748 1.60534
O: 1.88785 1.13896 3.10323
H: -2.36647 -0.36265 -3.75139
H: -1.22483 -2.26402 -2.74948
H: -2.80964 1.65794 -2.36800
H: -0.36594 -2.18560 -0.52294
H: -1.26563 2.06394 -0.38956
H: -1.21285 -0.56675 2.49899
H: 0.21595 0.12119 2.93281